[1]
The following is a DFT calculation (ωB97M-V/def2-TZVPD) of a molecular structure, C22H36ErN at a distorted geometry.

XYZ file:
```
60
Properties=species:S:1:pos:R:3
Er 0.80 0.87 -0.48
N -0.81 -0.50 4.07
C -0.04 0.80 3.83
C 0.82 -1.12 -1.78
C 1.43 0.55 3.57
C -2.74 -0.31 -1.04
C 1.50 -2.75 0.13
C -1.27 -0.48 -0.95
C 3.79 0.31 4.07
C 2.48 0.65 4.50
C 1.25 2.12 -2.38
C 0.16 4.43 -2.26
C -0.40 -0.42 -2.10
C -0.22 -1.31 5.17
C -0.84 0.08 -3.43
C 2.96 -0.18 1.83
C 1.69 0.22 2.23
C -1.37 -2.16 1.01
C 0.67 -1.67 -0.46
C 0.10 2.95 -1.80
C 4.01 -0.18 2.77
C -2.27 -0.21 4.29
C -0.63 -1.33 0.02
C 2.04 -1.23 -2.61
H 5.01 -0.50 2.46
H -0.23 1.45 4.70
H 0.35 4.46 -3.34
H -0.76 -2.39 1.90
H 2.29 0.88 5.57
H -2.80 -1.14 4.54
H -0.97 -0.78 -4.10
H 0.75 -1.70 4.83
H -3.21 -1.20 -1.49
H 1.19 1.98 -3.47
H 0.10 2.99 -0.68
H -0.14 0.77 -3.92
H 2.27 -0.27 -3.12
H -0.53 1.23 2.95
H -2.99 0.55 -1.67
H -3.19 -0.16 -0.05
H -0.75 -1.06 3.19
H -0.09 -0.65 6.03
H -1.68 -3.14 0.59
H -0.79 4.92 -2.01
H 0.77 0.06 1.55
H 2.52 -2.74 -0.29
H 2.91 -1.55 -2.01
H 3.14 -0.53 0.81
H 4.63 0.40 4.79
H 1.08 -3.75 -0.08
H 0.98 4.94 -1.73
H -0.90 -2.14 5.41
H 1.57 -2.65 1.22
H -2.69 0.22 3.38
H -0.89 2.53 -2.06
H 1.87 -2.00 -3.38
H -1.82 0.58 -3.36
H 2.26 2.50 -2.10
H -2.29 -1.66 1.36
H -2.35 0.51 5.11
```

The orbital gap (alpha / beta) is 6.941 / 6.989 eV. The calculation puts the largest force on an atom at 1.88 eV Å⁻¹. For the HOMO energy (alpha / beta), the calculation gives -13.44 / -13.43 eV. The energy is -52492.362 eV. The lowest unoccupied orbital energy (alpha / beta) comes out at -6.496 / -6.443 eV. As for the spin multiplicity: 4. The expectation value of S² is 3.755. The charge is +2.

Atomic partial charges in e from the Mulliken method, atoms 1 to 2: 0.57, 0.48

[2]
The following is a DFT calculation (ωB97M-V/def2-TZVPD) of a gas-phase ion, C2H5N2O (charge +1) at a distorted geometry.

XYZ file:
```
10
Properties=species:S:1:pos:R:3
O 0.66 1.43 -1.26
N -0.16 -1.17 0.57
N 0.93 0.10 -1.23
C 0.17 -0.14 -0.21
C -0.17 1.33 -0.10
H -0.35 -2.12 0.27
H 0.15 2.07 0.65
H -1.34 1.30 -0.44
H 1.32 -0.42 -2.04
H -0.67 -0.93 1.39
```

The orbital gap is 11.016 eV. The SMILES is [NH2+]=C1CON1. The calculation puts the largest force on an atom at 3.71 eV Å⁻¹. For the HOMO energy, the calculation gives -15.18 eV. The energy is -7172.550 eV. The lowest unoccupied orbital energy comes out at -4.169 eV. The charge is +1.

Atomic partial charges in e from the Mulliken method, atoms 1 to 2: -0.22, -0.38

[3]
The following is a DFT calculation (ωB97M-V/def2-TZVPD) of C3HBrN2 in the gas phase.

XYZ file:
```
7
Properties=species:S:1:pos:R:3
Br 1.98 0.00 -0.87
N -0.49 -2.13 0.96
N -0.49 2.13 0.96
C -0.26 -1.19 0.36
C -0.26 1.19 0.36
C 0.03 0.00 -0.41
H -0.51 0.00 -1.36
```

The orbital gap is 10.766 eV. The SMILES is N#CC(Br)C#N. The calculation puts the largest force on an atom at 0.98 eV Å⁻¹. For the HOMO energy, the calculation gives -11.70 eV. The energy is -76148.358 eV. The lowest unoccupied orbital energy comes out at -0.932 eV.

Atomic partial charges in e from the Mulliken method, atoms 1 to 2: -0.01, -0.30

[4]
The following is a DFT calculation (ωB97M-V/def2-TZVPD) of 2 unconnected molecules or ions with the total composition C4H11NO at a distorted geometry.

XYZ file:
```
17
Properties=species:S:1:pos:R:3
O 0.91 1.30 -2.49
N -1.48 1.46 -1.75
C 1.41 -0.06 2.20
C 1.09 -1.40 2.02
C -0.38 -1.84 1.85
C -0.51 0.81 -2.65
H -0.33 -0.09 -2.03
H 0.79 2.36 -2.55
H -0.58 -2.71 1.22
H -1.03 -0.97 1.38
H -0.75 0.79 -3.75
H -1.87 2.41 -1.97
H 1.81 -2.25 1.77
H -1.30 1.38 -0.76
H 0.65 0.63 2.51
H -0.79 -2.15 2.92
H 2.37 0.32 2.07
```

The orbital gap (alpha / beta) is 2.825 / 9.215 eV. The calculation puts the largest force on an atom at 4.25 eV Å⁻¹. For the HOMO energy (alpha / beta), the calculation gives 1.21 / -5.35 eV. The energy is -7860.153 eV. The lowest unoccupied orbital energy (alpha / beta) comes out at 4.033 / 3.868 eV. As for the spin multiplicity: 2. The expectation value of S² is 0.751. The charge is -1.

Atomic partial charges in e from the Mulliken method, atoms 1 to 2: -0.46, -1.07

[5]
The following is a DFT calculation (ωB97M-V/def2-TZVPD) of 2 unconnected molecules or ions with the total composition C3H11N2S.

XYZ file:
```
17
Properties=species:S:1:pos:R:3
S -1.89 -0.81 -1.22
N -0.37 2.00 -0.73
N 1.12 -0.76 1.41
C -0.25 -1.26 -0.55
C 0.71 2.04 -0.06
C -0.25 -1.07 0.97
H -0.89 -0.22 1.22
H 0.49 -0.60 -1.00
H -0.71 -1.95 1.42
H -1.51 -0.76 -2.50
H 1.32 2.93 -0.10
H -0.98 1.14 -0.77
H 0.00 -2.29 -0.81
H 1.12 -0.78 2.42
H -0.64 2.78 -1.32
H 1.01 1.16 0.51
H 1.72 -1.54 1.15
```

The orbital gap is 8.652 eV. The calculation puts the largest force on an atom at 0.64 eV Å⁻¹. For the HOMO energy, the calculation gives -13.53 eV. The energy is -17097.585 eV. The lowest unoccupied orbital energy comes out at -4.873 eV. The charge is +1.

Atomic partial charges in e from the Mulliken method, atoms 1 to 2: -0.26, 0.03

[6]
The following is a DFT calculation (ωB97M-V/def2-TZVPD) of a molecular structure, C30H31BrF5N3ReSSi2.

XYZ file:
```
74
Properties=species:S:1:pos:R:3
Re 0.29 -0.03 -0.74
Br -4.09 4.53 -4.90
S 2.42 0.33 -1.18
Si 0.98 0.72 2.67
Si -1.83 -0.49 1.73
F 6.65 -3.29 0.68
F 7.04 -1.70 -1.47
F 4.24 -3.30 1.95
F 2.25 -1.73 1.06
F 5.06 -0.13 -2.37
N 0.15 -2.16 -1.41
N -1.38 -0.10 -2.04
N 0.06 2.04 -0.55
C -2.02 1.02 -2.69
C -1.37 -3.70 -2.46
C -1.79 -1.27 -2.39
C -3.30 3.04 -2.62
C 3.44 -1.71 0.42
C 0.17 3.17 -1.25
C -3.25 3.11 -4.01
C 3.60 -0.89 -0.69
C 5.88 -1.71 -0.86
C 0.31 2.04 3.82
C -2.33 -0.05 3.48
C -2.58 2.13 -4.74
C -1.01 -2.44 -2.04
C 0.74 -4.46 -1.68
C -0.30 0.56 1.13
C -1.41 -2.31 1.66
C -3.36 -0.11 0.72
C 1.02 -3.16 -1.28
C 5.68 -2.52 0.25
C 4.45 -2.52 0.90
C 1.14 -0.88 3.62
C -1.02 4.29 0.49
C -0.51 1.98 0.67
C -0.48 -4.75 -2.25
C -1.97 1.08 -4.08
C -0.36 4.34 -0.74
C -2.68 2.00 -1.96
C -1.11 3.11 1.21
C 4.84 -0.90 -1.31
C 2.62 1.37 2.07
H -2.32 -2.88 1.42
H -2.81 0.93 3.53
H -0.73 -5.76 -2.55
H 1.49 -5.23 -1.53
H -0.27 5.26 -1.29
H 2.14 -0.88 4.06
H -0.74 1.98 4.07
H -2.32 -3.85 -2.96
H 2.96 2.12 2.80
H -3.35 -0.41 -0.32
H -2.68 -1.37 -3.01
H -1.60 3.07 2.17
H 3.39 0.60 2.03
H -1.06 -2.66 2.63
H -1.42 0.34 -4.64
H -2.74 1.94 -0.88
H -1.55 -0.10 4.23
H -0.65 -2.58 0.93
H 0.55 3.04 3.47
H 0.87 1.90 4.76
H -3.84 3.79 -2.07
H -2.54 2.20 -5.82
H 2.59 1.87 1.10
H -3.09 -0.79 3.76
H -3.63 0.95 0.77
H -1.45 5.20 0.89
H 1.04 -1.79 3.04
H -4.18 -0.65 1.21
H 0.66 3.11 -2.21
H 0.43 -0.92 4.45
H 1.98 -2.93 -0.85
```

The orbital gap (alpha / beta) is 6.087 / 6.151 eV. The calculation puts the largest force on an atom at 0.75 eV Å⁻¹. For the HOMO energy (alpha / beta), the calculation gives -14.06 / -14.05 eV. The energy is -148420.622 eV. The lowest unoccupied orbital energy (alpha / beta) comes out at -7.976 / -7.902 eV. As for the spin multiplicity: 2. The expectation value of S² is 0.758. The charge is +2.

Atomic partial charges in e from the Mulliken method, atoms 1 to 2: 1.40, -0.11

- Among the records above, which one has the lowest energy?
  C30H31BrF5N3ReSSi2

- Among the records above, which one has the lowest energy?
  C30H31BrF5N3ReSSi2

What did the sixth record say?
The following is a DFT calculation (ωB97M-V/def2-TZVPD) of a molecular structure, C30H31BrF5N3ReSSi2.

XYZ file:
```
74
Properties=species:S:1:pos:R:3
Re 0.29 -0.03 -0.74
Br -4.09 4.53 -4.90
S 2.42 0.33 -1.18
Si 0.98 0.72 2.67
Si -1.83 -0.49 1.73
F 6.65 -3.29 0.68
F 7.04 -1.70 -1.47
F 4.24 -3.30 1.95
F 2.25 -1.73 1.06
F 5.06 -0.13 -2.37
N 0.15 -2.16 -1.41
N -1.38 -0.10 -2.04
N 0.06 2.04 -0.55
C -2.02 1.02 -2.69
C -1.37 -3.70 -2.46
C -1.79 -1.27 -2.39
C -3.30 3.04 -2.62
C 3.44 -1.71 0.42
C 0.17 3.17 -1.25
C -3.25 3.11 -4.01
C 3.60 -0.89 -0.69
C 5.88 -1.71 -0.86
C 0.31 2.04 3.82
C -2.33 -0.05 3.48
C -2.58 2.13 -4.74
C -1.01 -2.44 -2.04
C 0.74 -4.46 -1.68
C -0.30 0.56 1.13
C -1.41 -2.31 1.66
C -3.36 -0.11 0.72
C 1.02 -3.16 -1.28
C 5.68 -2.52 0.25
C 4.45 -2.52 0.90
C 1.14 -0.88 3.62
C -1.02 4.29 0.49
C -0.51 1.98 0.67
C -0.48 -4.75 -2.25
C -1.97 1.08 -4.08
C -0.36 4.34 -0.74
C -2.68 2.00 -1.96
C -1.11 3.11 1.21
C 4.84 -0.90 -1.31
C 2.62 1.37 2.07
H -2.32 -2.88 1.42
H -2.81 0.93 3.53
H -0.73 -5.76 -2.55
H 1.49 -5.23 -1.53
H -0.27 5.26 -1.29
H 2.14 -0.88 4.06
H -0.74 1.98 4.07
H -2.32 -3.85 -2.96
H 2.96 2.12 2.80
H -3.35 -0.41 -0.32
H -2.68 -1.37 -3.01
H -1.60 3.07 2.17
H 3.39 0.60 2.03
H -1.06 -2.66 2.63
H -1.42 0.34 -4.64
H -2.74 1.94 -0.88
H -1.55 -0.10 4.23
H -0.65 -2.58 0.93
H 0.55 3.04 3.47
H 0.87 1.90 4.76
H -3.84 3.79 -2.07
H -2.54 2.20 -5.82
H 2.59 1.87 1.10
H -3.09 -0.79 3.76
H -3.63 0.95 0.77
H -1.45 5.20 0.89
H 1.04 -1.79 3.04
H -4.18 -0.65 1.21
H 0.66 3.11 -2.21
H 0.43 -0.92 4.45
H 1.98 -2.93 -0.85
```

The orbital gap (alpha / beta) is 6.087 / 6.151 eV. The calculation puts the largest force on an atom at 0.75 eV Å⁻¹. For the HOMO energy (alpha / beta), the calculation gives -14.06 / -14.05 eV. The energy is -148420.622 eV. The lowest unoccupied orbital energy (alpha / beta) comes out at -7.976 / -7.902 eV. As for the spin multiplicity: 2. The expectation value of S² is 0.758. The charge is +2.

Atomic partial charges in e from the Mulliken method, atoms 1 to 2: 1.40, -0.11

What did the third record say?
The following is a DFT calculation (ωB97M-V/def2-TZVPD) of C3HBrN2 in the gas phase.

XYZ file:
```
7
Properties=species:S:1:pos:R:3
Br 1.98 0.00 -0.87
N -0.49 -2.13 0.96
N -0.49 2.13 0.96
C -0.26 -1.19 0.36
C -0.26 1.19 0.36
C 0.03 0.00 -0.41
H -0.51 0.00 -1.36
```

The orbital gap is 10.766 eV. The SMILES is N#CC(Br)C#N. The calculation puts the largest force on an atom at 0.98 eV Å⁻¹. For the HOMO energy, the calculation gives -11.70 eV. The energy is -76148.358 eV. The lowest unoccupied orbital energy comes out at -0.932 eV.

Atomic partial charges in e from the Mulliken method, atoms 1 to 2: -0.01, -0.30